Density functional theory data (wB97M-V/def2-TZVPD) for C13H24BClN3O2Re as an isolated structure.

Computed properties:
Kohn-Sham gap (spin up / spin down)   7.0 / 6.8 eV
Energy   -37736.54994 eV
Spin multiplicity   2
ΔE to the lowest compared entry with this formula, charge and spin   0.0 kcal/mol
Total charge   +3
HOMO level (spin up / spin down)   -19.6 / -19.6 eV

Positions of all 45 atoms, in Å:
Re1 0.2184 0.5538 1.2216
N1 -0.9615 -0.7847 0.1055
C1 -2.2862 -0.1577 -0.2851
C2 -2.0294 1.3118 -0.5477
N2 -1.3448 1.8524 0.6896
H1 -0.3989 -0.9309 -0.7432
H2 -1.1340 -1.7203 0.4835
H3 -2.9809 -0.3065 0.5424
H4 -2.6850 -0.6631 -1.1636
H5 -2.9586 1.8514 -0.7267
H6 -1.3557 1.4638 -1.3902
H7 -2.0546 1.9566 1.4199
H8 -1.0077 2.8028 0.5073
C3 1.9059 2.3646 -3.4099
C4 2.3630 1.5535 -2.2311
C5 2.7380 0.1388 -2.6044
O1 1.1011 1.3944 -1.2804
B1 1.7086 1.4154 -0.0899
O2 2.9604 1.7576 0.1071
C6 3.3830 2.2650 -1.2746
C7 4.8171 1.8506 -1.4837
C8 3.2223 3.7696 -1.2112
H9 1.1623 1.8158 -3.9855
H10 2.7619 2.5377 -4.0665
H11 1.5005 3.3299 -3.1181
H12 1.9091 -0.3376 -3.1262
H13 3.0253 -0.4572 -1.7363
H14 3.5863 0.1572 -3.2890
H15 4.9563 0.7788 -1.3635
H16 5.4583 2.3727 -0.7761
H17 5.1362 2.1348 -2.4883
H18 2.1853 4.0647 -1.0426
H19 3.5594 4.2192 -2.1449
H20 3.8415 4.1657 -0.4088
Cl1 3.9315 -1.4686 4.2275
C9 2.6455 -0.3670 4.2315
C10 2.3252 0.3983 5.3637
C11 1.2571 1.2900 5.3340
C12 0.5052 1.4196 4.1870
N3 0.8182 0.6873 3.0947
C13 1.8580 -0.1898 3.1174
H21 2.9194 0.2837 6.2635
H22 1.0098 1.8801 6.2064
H23 -0.3383 2.0914 4.1100
H24 2.0607 -0.7637 2.1965

---

Density functional theory data (wB97M-V/def2-TZVPD) for C25H33NO4STc as an isolated structure.

Computed properties:
Kohn-Sham gap (spin up / spin down)   7.2 / 6.4 eV
Energy   -49169.54599 eV
Spin multiplicity   3
Total charge   +1
HOMO level (spin up / spin down)   -11.2 / -11.5 eV

Positions of all 65 atoms, in Å:
Tc1 -0.2950 0.4838 -0.4392
O1 2.4620 1.8551 2.8245
C1 1.6444 1.2999 1.9473
O2 1.3994 1.7521 0.8423
C2 1.0193 0.0357 2.3793
C3 1.2175 -0.6088 3.5906
C4 0.5357 -1.8027 3.8130
C5 -0.3138 -2.3060 2.8403
C6 -0.4548 -1.6006 1.6491
N1 0.2016 -0.4640 1.4320
C7 -1.3265 -2.0535 0.4950
O3 -1.9934 -3.0512 0.5598
O4 -1.2655 -1.2531 -0.5377
H1 2.8278 2.6749 2.4610
H2 1.8765 -0.1922 4.3356
H3 0.6739 -2.3286 4.7457
H4 -0.8679 -3.2250 2.9634
C8 -0.3224 0.4028 -2.6080
C9 -0.9654 1.6444 -2.2955
C10 0.1100 2.5423 -1.8542
C11 1.2874 1.7753 -1.8481
C12 1.0606 0.4563 -2.2994
C13 2.1035 -0.6266 -2.4850
C14 1.4332 -1.9856 -2.6907
C15 3.0146 -0.6959 -1.2546
C16 2.9377 -0.2643 -3.7225
C17 0.1336 4.0335 -1.5311
C18 -0.8093 4.4227 -0.3966
C19 1.5518 4.4604 -1.1177
C20 -0.1715 4.8359 -2.8065
C21 -2.3611 1.8809 -2.8832
C22 -3.1881 0.5869 -2.8064
C23 -3.2105 2.9812 -2.2501
C24 -2.1359 2.2167 -4.3706
H5 -0.8299 -0.4677 -2.9851
H6 2.2383 2.1233 -1.4910
H7 0.7742 -2.2413 -1.8605
H8 2.1906 -2.7639 -2.7701
H9 0.8434 -2.0102 -3.6062
H10 2.4483 -0.9996 -0.3703
H11 3.4927 0.2593 -1.0419
H12 3.8039 -1.4299 -1.4101
H13 2.3064 -0.1855 -4.6059
H14 3.6867 -1.0316 -3.9089
H15 3.4538 0.6846 -3.5863
H16 -0.4847 3.9796 0.5446
H17 -1.8404 4.1253 -0.5748
H18 -0.7932 5.5047 -0.2764
H19 1.9006 3.9139 -0.2460
H20 1.5366 5.5193 -0.8666
H21 2.2723 4.3284 -1.9231
H22 -1.1948 4.7490 -3.1416
H23 0.4751 4.5210 -3.6249
H24 0.0216 5.8913 -2.6204
H25 -3.2058 0.1648 -1.8025
H26 -2.8258 -0.1785 -3.4868
H27 -4.2147 0.8039 -3.0970
H28 -3.5066 2.7486 -1.2313
H29 -4.1284 3.0680 -2.8321
H30 -2.7407 3.9552 -2.2568
H31 -1.5385 1.4498 -4.8603
H32 -1.6381 3.1731 -4.5034
H33 -3.0975 2.2672 -4.8793
S1 -2.8538 1.8762 1.2669
C25 -1.6656 1.3584 0.4392

---

Density functional theory data (wB97M-V/def2-TZVPD) for C34H59ClNPPdSi as an isolated structure.

Computed properties:
Kohn-Sham gap (spin up / spin down)   4.2 / 6.2 eV
Energy   -70867.66549 eV
Spin multiplicity   5
HOMO level (spin up / spin down)   -3.7 / -8.3 eV

Positions of all 98 atoms, in Å:
Pd1 2.0416 0.2944 2.2388
P1 -0.4701 0.4597 -1.6171
Cl1 1.4897 2.2365 1.2333
C1 -1.6270 -0.5625 -0.4934
H1 -2.6667 -0.7037 -0.8669
H2 -1.4672 -0.0872 0.4812
C2 1.4772 0.7320 -1.7753
C3 -0.9668 2.3078 -1.8045
C4 2.1005 0.9910 -3.1695
H3 1.6017 1.6430 -1.1623
C5 3.5884 1.3953 -3.0720
H4 2.0561 0.0681 -3.7696
H5 1.5774 1.7591 -3.7549
C6 4.4150 0.3706 -2.2939
H6 4.0254 1.5190 -4.0702
H7 3.6753 2.3692 -2.5690
C7 3.7579 0.0088 -0.9596
H8 4.5331 -0.5436 -2.8885
H9 5.4271 0.7436 -2.1080
C8 2.2803 -0.3782 -1.1145
H10 4.2846 -0.8235 -0.4799
H11 3.8090 0.8647 -0.2730
H12 2.2111 -1.2780 -1.7444
H13 1.8295 -0.6006 -0.1363
C9 -0.9626 -0.5777 -3.0251
C10 -2.4796 2.3189 -2.0308
H14 -0.7151 2.6656 -0.7875
C11 -3.0960 3.7216 -1.9987
H15 -2.7018 1.8582 -3.0065
H16 -2.9584 1.6948 -1.2662
C12 -2.3823 4.7157 -2.9196
H17 -4.1507 3.6426 -2.2853
H18 -3.0674 4.0955 -0.9695
C13 -0.8533 4.6843 -2.7530
H19 -2.6370 4.4791 -3.9634
H20 -2.7545 5.7294 -2.7239
C14 -0.2423 3.2723 -2.7766
H21 -0.3981 5.3120 -3.5332
H22 -0.6038 5.1505 -1.7915
H23 -0.2814 2.8899 -3.8090
H24 0.8219 3.3657 -2.5185
C15 -0.2043 -1.9031 -2.9515
H25 -2.0175 -0.8038 -2.8145
C16 -0.8957 -2.9073 -3.8719
H26 0.8528 -1.7776 -3.2377
H27 -0.2017 -2.2628 -1.9151
C17 -1.0404 -2.3610 -5.2962
H28 -0.3439 -3.8562 -3.8628
H29 -1.8909 -3.1145 -3.4615
C18 -1.6198 -0.9433 -5.3659
H30 -0.0619 -2.3764 -5.7860
H31 -1.6887 -3.0363 -5.8625
C19 -0.9405 0.0462 -4.4090
H32 -1.5769 -0.5556 -6.3894
H33 -2.6797 -0.9942 -5.0860
H34 0.0836 0.2781 -4.7352
H35 -1.4863 0.9982 -4.4066
C20 -0.3169 -2.6040 0.5740
C21 -1.7126 -2.3439 0.2491
H36 0.4089 -2.1129 -0.0617
C22 -2.7018 -2.9053 1.3375
H37 -2.0444 -2.7384 -0.7111
C23 -2.0778 -3.0728 2.7587
H38 -3.5458 -2.2322 1.4085
H39 -3.1320 -3.8838 1.0428
C24 -0.7462 -3.8166 2.8126
H40 -1.8756 -2.0413 3.1170
H41 -2.7932 -3.5406 3.4240
C25 0.2497 -3.1543 1.8283
H42 -0.3285 -3.7100 3.8062
H43 -0.8362 -4.8985 2.6351
H44 0.8459 -2.4103 2.4064
H45 0.9743 -3.8938 1.4808
C26 3.5949 -0.8019 2.8620
Si1 2.2460 -0.1683 4.4945
C27 2.3287 -1.5827 5.6524
C28 2.7873 1.5626 4.8545
N1 0.5619 -0.1342 3.9912
C29 -0.6109 0.2587 4.5026
C30 -1.8211 0.3365 3.7120
C31 -3.0500 0.6206 4.3047
C32 -3.1210 0.8089 5.6937
C33 -1.9684 0.7879 6.5084
C34 -0.7310 0.5496 5.8985
H46 4.3348 -1.1123 3.6402
H47 3.9794 0.0780 2.2544
H48 3.2440 -1.6159 2.2469
H49 3.3688 -1.6690 5.9920
H50 1.6474 -1.3138 6.4696
H51 1.9761 -2.4973 5.1612
H52 2.7426 2.2279 3.9755
H53 2.0944 1.9257 5.6180
H54 3.8108 1.5036 5.2474
H55 -1.7224 0.1768 2.6319
H56 -3.9754 0.6784 3.7148
H57 -4.0852 1.0162 6.1763
H58 -2.0054 0.9406 7.5890
H59 0.1978 0.5477 6.4799

---

Density functional theory data (wB97M-V/def2-TZVPD) for F2H12O6Pb as an isolated structure.

Computed properties:
Kohn-Sham gap   7.8 eV
Energy   -23162.30015 eV
Spin multiplicity   1
ΔE to the lowest compared entry with this formula, charge and spin   23.9 kcal/mol
HOMO level   -8.1 eV

Positions of all 21 atoms, in Å:
Pb1 0.3509 0.5976 -0.1180
F1 -1.0888 2.5323 -0.9298
F2 1.8984 2.6235 0.3117
O1 2.5921 -0.8914 0.4410
H1 3.3592 -0.3221 0.5007
H2 2.9182 -1.7594 0.6786
O2 0.2829 1.2311 2.5932
H3 -0.1852 2.0602 2.6911
H4 0.1203 0.7653 3.4135
O3 -1.4461 -0.6774 -1.7296
H5 -2.2938 -0.2692 -1.5537
H6 -1.6310 -1.3351 -2.4001
O4 1.1195 0.5555 -2.5070
H7 0.5864 1.0155 -3.1553
H8 1.7278 0.0294 -3.0261
O5 -0.1263 -2.0264 0.3750
H9 0.1374 -2.9253 0.5716
H10 -0.9794 -2.1140 -0.0500
O6 -2.1091 0.2642 1.1067
H11 -2.6489 1.0505 1.1873
H12 -2.5844 -0.4048 1.5994

---

Density functional theory data (wB97M-V/def2-TZVPD) for the molecule C8H14N2O4S.

Computed properties:
Kohn-Sham gap   9.8 eV
Energy   -30524.88673 eV
Spin multiplicity   1
ΔE to the lowest compared entry with this formula, charge and spin   21.7 kcal/mol
Structure (SMILES)   C/C(=N\S(C)(=O)=O)[C@@]1(CCO)C(=O)N1C
HOMO level   -9.9 eV

Positions of all 29 atoms, in Å:
C1 1.2180 -0.3743 0.6994
C2 -0.1424 -0.9832 0.3674
C3 2.4895 -1.1251 0.4314
C4 -0.1843 -2.4067 -0.0011
C5 1.9969 -0.0717 -1.9199
C6 -3.3902 0.9900 -0.1341
C7 1.1073 0.9844 1.4880
C8 1.2468 2.1458 0.5716
N1 -1.1313 -0.1816 0.4676
N2 2.1002 -0.3044 -0.4832
O1 3.2988 -1.9282 0.8105
O2 -3.2057 -1.4049 1.2286
O3 -2.6061 -1.3174 -1.1771
O4 -0.0054 2.3944 -0.2150
S1 -2.6730 -0.6454 0.1036
H1 -0.1157 -2.4322 -1.0954
H2 -1.0837 -2.9282 0.1560
H3 0.8195 -2.9846 0.3696
H4 1.0688 0.4603 -2.0468
H5 2.9594 0.4900 -2.1134
H6 2.0139 -0.9857 -2.5958
H7 -4.4744 0.9082 -0.0857
H8 -3.0231 1.5083 0.7482
H9 -3.0732 1.2564 -1.0410
H10 1.8799 1.0678 2.2503
H11 0.2270 1.0589 2.0854
H12 2.1015 2.0432 -0.1568
H13 1.2467 3.0598 1.2366
H14 -0.6657 1.7059 0.0512

---

Density functional theory data (wB97M-V/def2-TZVPD) for a 2-piece molecular cluster, C3H3N5 overall.

Computed properties:
Kohn-Sham gap   8.9 eV
Energy   -10602.67398 eV
Spin multiplicity   1
ΔE to the lowest compared entry with this formula, charge and spin   142.8 kcal/mol
HOMO level   -9.9 eV

Positions of all 11 atoms, in Å:
C1 1.1360 -0.4047 -0.3922
C2 -1.2982 -0.2216 0.0921
C3 -0.8790 0.9493 0.1142
H1 1.4571 -1.0073 1.2650
H2 -2.0037 -0.4050 0.8894
H3 -0.8122 1.9480 1.2623
N1 1.8385 -0.2368 0.6973
N2 0.3263 -1.4086 -0.8872
N3 -0.8969 -1.2980 -0.7764
N4 0.0650 1.3915 -0.9573
N5 1.0673 0.6933 -1.3071

---

Density functional theory data (wB97M-V/def2-TZVPD) for a 6-piece molecular cluster, C25H40F15IO14P2 overall.

Computed properties:
Kohn-Sham gap   8.8 eV
Energy   -122682.58376 eV
Spin multiplicity   1
ΔE to the lowest compared entry with this formula, charge and spin   0.0 kcal/mol
Structure (SMILES)   COCCC[PH](C)(I)P(=O)(O)O.CCOC(=O)C(F)(F)F.CCOC(=O)C(F)(F)F.CCOC(=O)C(F)(F)F.CCOC(=O)C(F)(F)F.CCOC(=O)C(F)(F)F
HOMO level   -8.5 eV

Positions of all 97 atoms, in Å:
C1 -6.2297 -5.5069 -1.5924
O1 -5.6104 -4.2385 -1.6710
C2 -4.2306 -4.2330 -1.4056
C3 -3.5635 -3.1182 -2.1821
C4 -4.4776 -1.9210 -2.4375
P1 -5.2368 -1.1548 -0.9282
C5 -5.3740 0.6912 -0.8957
I1 -7.5961 -1.2707 -2.0384
P2 -3.2748 -0.9394 0.1712
O2 -3.3477 0.1171 1.1866
O3 -2.0514 -0.5738 -0.8296
O4 -2.7730 -2.2939 0.8794
H1 -6.9461 -5.5509 -0.7837
H2 -6.6990 -5.7091 -2.5455
H3 -5.5230 -6.3104 -1.4127
H4 -3.7363 -5.1543 -1.6953
H5 -4.0664 -4.1366 -0.3312
H6 -3.3418 -3.5326 -3.1578
H7 -2.6054 -2.8629 -1.7541
H8 -5.2776 -2.2437 -3.0712
H9 -3.9336 -1.1649 -2.9892
H10 -5.7926 -1.9139 0.1107
H11 -5.4135 1.0660 0.1151
H12 -4.5536 1.1082 -1.4638
H13 -6.2701 0.9898 -1.3998
H14 -2.0831 0.3963 -0.8407
H15 -3.4930 -2.6372 1.4303
C6 1.3629 -1.5896 0.0869
C7 1.5158 -0.7173 -1.1397
O5 2.7178 0.0805 -1.0649
C8 3.8500 -0.5416 -1.3491
O6 3.9799 -1.6848 -1.6683
C9 5.0183 0.4514 -1.2530
F1 4.9573 1.1686 -0.1150
F2 4.9889 1.3077 -2.2883
F3 6.1913 -0.1773 -1.2781
H16 1.3918 -0.9812 0.9912
H17 0.4170 -2.1282 0.0559
H18 2.1713 -2.3163 0.1581
H19 0.6920 -0.0113 -1.1968
H20 1.5111 -1.3030 -2.0579
C10 5.0954 4.0211 -0.2156
C11 6.4820 4.2880 0.3261
O7 7.2254 5.1827 -0.5281
C12 6.9307 6.4671 -0.4256
O8 6.1221 6.9586 0.3049
C13 7.8269 7.2813 -1.3724
F4 7.8596 6.7386 -2.5979
F5 9.0840 7.3188 -0.8980
F6 7.3843 8.5341 -1.4810
H21 5.1518 3.6459 -1.2348
H22 4.5832 3.2965 0.4031
H23 4.4986 4.9329 -0.2374
H24 7.0576 3.3654 0.3530
H25 6.4510 4.6853 1.3400
C14 -0.2031 -7.2863 -6.1176
C15 -0.8481 -6.0303 -6.6625
O9 -2.2876 -6.1234 -6.6446
C16 -2.8704 -5.9273 -5.4751
O10 -2.3270 -5.6742 -4.4397
C17 -4.3956 -6.0266 -5.6300
F7 -4.7499 -7.1134 -6.3308
F8 -4.8698 -4.9484 -6.2753
F9 -4.9835 -6.0906 -4.4342
H26 -0.5550 -8.1618 -6.6637
H27 0.8802 -7.2239 -6.2096
H28 -0.4506 -7.4338 -5.0675
H29 -0.5790 -5.8917 -7.7067
H30 -0.5282 -5.1427 -6.1186
C18 -0.9633 -3.0437 6.6926
C19 -2.2312 -3.7936 7.0402
O11 -3.3521 -3.3256 6.2629
C20 -3.4201 -3.7645 5.0179
O12 -2.6596 -4.5103 4.4775
C21 -4.6781 -3.1994 4.3421
F10 -4.8003 -1.8843 4.5430
F11 -5.7809 -3.7947 4.8182
F12 -4.6370 -3.4133 3.0145
H31 -1.1125 -1.9702 6.8095
H32 -0.1484 -3.3605 7.3419
H33 -0.6693 -3.2227 5.6596
H34 -2.5021 -3.6145 8.0778
H35 -2.1142 -4.8686 6.9104
C22 6.0494 8.4187 3.5560
C23 5.3892 9.6880 3.0659
O13 3.9516 9.5917 3.1173
C24 3.3986 9.7524 4.3089
O14 3.9669 9.9748 5.3359
C25 1.8696 9.6531 4.1857
F13 1.5086 8.5833 3.4603
F14 1.3826 10.7502 3.5811
F15 1.3032 9.5524 5.3877
H36 5.6840 7.5614 2.9905
H37 7.1303 8.4850 3.4382
H38 5.8290 8.2370 4.6072
H39 5.6342 9.8565 2.0201
H40 5.7221 10.5600 3.6276

---

Density functional theory data (wB97M-V/def2-TZVPD) for a 3-piece molecular cluster, C24H39BINO10S overall.

Computed properties:
Kohn-Sham gap   8.6 eV
Energy   -67099.58720 eV
Spin multiplicity   1
Structure (SMILES)   CC[C@H]1[C@H](CC(=O)I)[C@](O)(B(N)O)[C@H](Cc2ccccc2C)OS1(=O)=O.CCOC(C)=O.CCOC(C)=O
HOMO level   -8.1 eV

Positions of all 77 atoms, in Å:
C1 5.6150 -1.9628 1.0559
C2 5.2919 -1.3644 -0.3191
C3 4.2233 -0.2731 -0.1973
C4 4.3212 0.8177 -1.2696
C5 5.6697 1.5633 -1.2937
C6 6.3907 1.5613 0.0191
O1 5.9071 1.7034 1.0766
I1 8.5500 1.2965 -0.1062
C7 3.1311 1.8104 -1.2505
O2 3.2479 2.6407 -2.4117
B1 3.2928 2.7639 0.0395
N1 2.7499 2.4834 1.3655
O3 4.0581 3.9033 -0.1261
C8 1.7940 1.0884 -1.3821
C9 0.5818 2.0358 -1.4870
C10 -0.6406 1.5674 -0.7357
C11 -0.7597 1.7908 0.6375
C12 -1.8621 1.3616 1.3774
C13 -2.8973 0.7153 0.7130
C14 -2.8092 0.4999 -0.6596
C15 -1.6925 0.9048 -1.3924
C16 -1.6487 0.5912 -2.8706
O4 1.5946 0.0883 -0.3458
S1 2.6352 -1.0909 -0.4326
O5 2.6298 -1.6683 -1.7479
O6 2.3887 -2.0009 0.6375
H1 4.7520 -2.4773 1.4676
H2 6.4234 -2.6846 0.9963
H3 5.8761 -1.1573 1.7402
H4 4.9575 -2.1740 -0.9591
H5 6.2126 -0.9374 -0.7099
H6 4.1894 0.1201 0.8129
H7 4.2378 0.2923 -2.2259
H8 6.3192 1.0813 -2.0173
H9 5.5659 2.5959 -1.6224
H10 3.3439 2.0586 -3.1764
H11 1.9121 1.9144 1.2533
H12 3.3868 1.8783 1.8795
H13 3.5240 4.6861 -0.2855
H14 1.8317 0.5264 -2.3186
H15 0.3195 2.0589 -2.5355
H16 0.8372 3.0592 -1.2163
H17 0.0128 2.3207 1.1801
H18 -1.8744 1.5455 2.4372
H19 -3.7590 0.3965 1.2763
H20 -3.6359 0.0023 -1.1425
H21 -2.6068 0.2090 -3.1891
H22 -0.9302 -0.2144 -3.0249
H23 -1.3127 1.4266 -3.4794
O7 -3.3180 0.7086 3.6652
C17 -3.7258 0.6116 4.7908
O8 -3.5399 1.6416 5.6359
C18 -4.1310 1.7047 6.9362
C19 -3.2963 0.9827 7.9732
C20 -4.3627 -0.6625 5.2950
H24 -5.1603 1.3444 6.9094
H25 -4.1771 2.7662 7.1730
H26 -3.2190 -0.0830 7.7572
H27 -3.7346 1.1013 8.9643
H28 -2.2839 1.3859 7.9870
H29 -3.5738 -1.3456 5.6070
H30 -4.9130 -1.1128 4.4729
H31 -5.0595 -0.5186 6.1171
O9 -2.5152 -2.2181 -2.5573
C21 -3.0506 -2.8497 -3.4234
O10 -3.5949 -2.1851 -4.4658
C22 -4.0979 -2.8382 -5.6329
C23 -5.5305 -3.2958 -5.4532
C24 -3.2005 -4.3512 -3.3380
H32 -3.4381 -3.6535 -5.9329
H33 -4.0462 -2.0881 -6.4204
H34 -5.6187 -4.0397 -4.6612
H35 -5.9100 -3.7317 -6.3776
H36 -6.1624 -2.4514 -5.1785
H37 -4.0820 -4.5793 -2.7402
H38 -2.3218 -4.7479 -2.8361
H39 -3.2815 -4.8488 -4.3014

---

Quick rundown of maximum force, same order as above: 0.0090, 0.0276, 0.0900, 0.0797, 0.0985, 0.2042, 0.0294, 0.0279 Eh/bohr